# C6H33NO11

A cluster of 11 separate species, C6H33NO11 in total in a non-equilibrium geometry (ωB97M-V/def2-TZVPD, the OMol25 dataset).

Values from the calculation:
F_max   0.0781 Eh/bohr
Total charge   0
Lowest unoccupied orbital energy   -0.14 eV
HOMO-LUMO gap   9.64 eV
HOMO energy   -0.35930 Ha
Total energy   -1130.7559 Eh

Element x y z (Å)
1 C -2.80740 0.12358 -1.69835
2 C -2.06881 -0.65778 -0.60900
3 C -1.02117 0.22757 0.02740
4 O -1.41092 1.08811 0.86609
5 N 0.26602 0.11123 -0.39740
6 C 0.54672 -0.52750 -1.66790
7 C 1.29444 1.12701 -0.05681
8 C 2.69739 0.82298 -0.61551
9 H -3.86161 -0.03091 -1.84886
10 H -2.14715 0.11515 -2.57668
11 H -2.87453 1.20535 -1.63377
12 H -2.86498 -0.89483 0.12471
13 H -1.66516 -1.64973 -0.88793
14 H 0.67708 0.15448 -2.50793
15 H -0.03158 -1.35331 -2.02172
16 H 1.48531 -1.00484 -1.53883
17 H 0.87755 2.03130 -0.48191
18 H 1.41987 1.16319 1.00752
19 H 2.77960 0.83898 -1.67932
20 H 3.05996 -0.16616 -0.31736
21 H 3.37876 1.48346 -0.09281
22 O 1.37819 -2.81032 2.26688
23 H 1.18806 -2.10111 1.60093
24 H 0.56548 -2.68974 2.85769
25 O -1.05841 -1.88204 3.65824
26 H -1.50355 -1.52654 2.85285
27 H -1.77786 -2.19511 4.18255
28 O -1.34783 0.29431 -4.79022
29 H -1.35658 -0.62317 -4.84767
30 H -0.55894 0.74416 -4.91008
31 O 1.51832 -1.50078 -4.34072
32 H 1.37094 -2.46949 -4.32438
33 H 2.42616 -1.31555 -4.28974
34 O 0.64989 0.13347 5.30117
35 H 1.13883 0.86439 4.87260
36 H 0.96001 -0.63768 4.87535
37 O 0.03537 3.32056 1.99565
38 H -0.44456 2.54933 1.50390
39 H -0.17453 4.00523 1.39973
40 O -2.39311 2.72668 3.78056
41 H -2.84704 2.27305 3.07722
42 H -1.48821 2.89880 3.44824
43 O -2.12417 0.25662 5.49114
44 H -2.36930 1.01821 4.99371
45 H -1.14583 0.22410 5.45746
46 O 1.81810 1.67008 -3.87087
47 H 2.64818 1.77775 -3.41320
48 H 1.22123 2.19023 -3.30583
49 O 1.82792 -3.46855 -2.44426
50 H 1.62170 -4.34080 -2.72413
51 H 2.49216 -3.59338 -1.74836

=====

# C6H33O13

A cluster of 12 separate species, C6H33O13 in total in a non-equilibrium geometry (ωB97M-V/def2-TZVPD, the OMol25 dataset).

Values from the calculation:
F_max   0.0506 Eh/bohr
Total charge   -1
Lowest unoccupied orbital energy   2.59 eV
HOMO-LUMO gap   9.70 eV
HOMO energy   -0.26154 Ha
Total energy   -1226.6703 Eh

Element x y z (Å)
1 O -1.21195 -0.54970 -1.86057
2 C -0.18704 0.10089 -1.51771
3 O 0.51393 0.78257 -2.30602
4 C 0.08667 0.17422 -0.00841
5 C 1.48148 0.66299 0.38584
6 C 2.53268 -0.46001 0.32597
7 C 2.18264 -1.71896 1.21178
8 C 3.82151 0.11953 0.88885
9 H -0.74134 0.79803 0.36443
10 H -0.16420 -0.75374 0.49507
11 H 1.88629 1.45513 -0.25831
12 H 1.47901 1.13658 1.37283
13 H 2.59413 -0.72846 -0.73737
14 H 2.66665 -2.58024 0.74440
15 H 1.12149 -1.93532 1.19442
16 H 2.50327 -1.56365 2.22068
17 H 3.65283 0.50434 1.90496
18 H 4.68976 -0.54542 0.89389
19 H 4.11702 1.03899 0.36723
20 H -2.57130 0.41422 -3.06811
21 H -3.91519 0.26052 -2.33377
22 O -3.27887 0.91394 -2.63357
23 H -1.71222 -4.16988 1.15259
24 H -0.80651 -3.49623 0.18094
25 O -1.39435 -3.28514 0.93431
26 H -2.40583 2.97456 -0.26155
27 H -3.12178 2.15936 -1.35231
28 O -3.21909 2.94657 -0.78141
29 H -0.50826 -3.18167 -2.66560
30 H -1.40402 -2.44513 -1.72174
31 O -0.98424 -3.31706 -1.83757
32 H -0.73513 3.45333 -1.75944
33 H 0.32189 2.38776 -1.37467
34 O -0.16218 3.17835 -1.04056
35 H -0.01728 -0.98066 -4.19337
36 H 1.22937 -0.70057 -3.45552
37 O 0.91742 -1.24643 -4.19882
38 H 0.71382 4.26069 1.42599
39 H 1.24206 3.77840 0.12247
40 O 1.56085 4.07392 1.00013
41 H -3.81275 1.31911 1.08045
42 H -3.77800 -0.16971 1.28429
43 O -4.00402 0.66689 1.77014
44 H -1.36558 1.16808 3.02739
45 H -2.86669 1.14421 3.20164
46 O -2.04379 1.30235 3.70636
47 H 4.46485 -2.70599 2.73034
48 H 4.22588 -1.03092 2.95195
49 O 4.71569 -1.84187 3.06363
50 H -2.65222 -1.88651 0.22322
51 H -2.61188 -0.85570 -0.86127
52 O -3.04546 -1.02654 0.00150

=====

# C6H34N2O8

A cluster of 9 separate species, C6H34N2O8 in total in a non-equilibrium geometry (ωB97M-V/def2-TZVPD, the OMol25 dataset).

Values from the calculation:
2S+1   2
F_max   0.1738 Eh/bohr
Total charge   +3
Lowest unoccupied orbital energy (alpha / beta)   -8.57 / -16.47 eV
HOMO-LUMO gap (alpha / beta)   11.61 / 3.61 eV
HOMO energy (alpha / beta)   -0.74162 / -0.73782 Ha
⟨S²⟩   0.76
Total energy   -959.2063 Eh

Element x y z (Å)
1 C -2.75510 -0.43902 0.44032
2 C -1.77159 0.75026 0.45454
3 C -0.53368 0.59698 1.29949
4 C -0.52225 -0.47551 2.43176
5 C 0.88684 -0.51020 3.10877
6 C 1.99137 -0.92402 2.06390
7 N 1.54426 -1.84263 0.90302
8 N -1.32455 0.99283 -1.06008
9 H -2.21503 -1.29897 0.27005
10 H -3.59150 -0.25032 -0.21692
11 H -3.30814 -0.59513 1.31393
12 H -2.31508 1.56094 0.90995
13 H 0.40990 0.36839 0.75241
14 H -0.38723 1.61136 1.76920
15 H -0.83115 -1.46934 2.26991
16 H -1.37166 -0.08718 3.15519
17 H 1.39316 0.48448 3.53752
18 H 0.86076 -1.20080 3.98158
19 H 2.51143 -0.04754 1.56115
20 H 2.89284 -1.30414 2.66529
21 H 2.26568 -2.35818 0.59589
22 H 1.03900 -1.28248 0.15196
23 H 0.87347 -2.46841 1.48841
24 H -2.15252 0.82275 -1.63062
25 H -0.95313 1.96617 -1.23257
26 H -0.67007 0.19600 -1.14875
27 H 2.27911 1.54492 -1.53880
28 H 1.85639 0.22530 -2.06623
29 O 1.78178 0.79340 -1.33787
30 H -0.10731 -2.33838 -2.35560
31 H -1.46169 -1.59656 -2.15573
32 O -0.48591 -1.50650 -2.16852
33 H 1.71998 -0.86014 -3.86076
34 H 2.88491 -1.74477 -3.33616
35 O 1.97993 -1.35667 -3.04530
36 H -2.95973 -3.51242 -1.81341
37 H -4.04293 -2.48760 -1.46130
38 O -3.05491 -2.70485 -1.23252
39 H 0.22612 4.22669 -1.33457
40 H -0.10231 3.85559 -2.65527
41 O -0.11115 3.50453 -1.82711
42 H 3.97042 2.63966 -1.51421
43 H 3.32250 3.34381 -2.74804
44 O 3.44976 2.37968 -2.28065
45 H -1.27615 -3.50429 1.12598
46 H -1.00062 -3.62740 2.71445
47 O -0.63811 -3.60264 1.92373
48 H 0.10796 3.76183 1.38546
49 H -0.27367 5.31753 1.07788
50 O -0.03038 4.45303 0.66923

=====

# C6H34N2O9

A cluster of 10 separate species, C6H34N2O9 in total in a non-equilibrium geometry (ωB97M-V/def2-TZVPD, the OMol25 dataset).

Values from the calculation:
F_max   0.0513 Eh/bohr
Total charge   0
Lowest unoccupied orbital energy   -0.10 eV
HOMO-LUMO gap   9.03 eV
HOMO energy   -0.33555 Ha
Total energy   -1035.6052 Eh

Element x y z (Å)
1 C 1.97843 -1.80116 -1.73524
2 C 1.50046 -0.62040 -0.89551
3 N 0.07842 -0.83420 -0.46445
4 C -0.83541 0.08908 -1.23368
5 C -0.77327 -0.13169 -2.74457
6 C -0.09453 -0.92113 0.98983
7 C -1.15600 -0.05034 1.67066
8 N -0.63078 1.31442 1.76993
9 H 1.45951 -1.82382 -2.68085
10 H 3.02328 -1.64519 -1.99004
11 H 1.99594 -2.77080 -1.24563
12 H 2.12924 -0.52508 -0.00685
13 H 1.60247 0.35439 -1.37829
14 H -0.53346 1.12655 -1.02593
15 H -1.76052 -0.00795 -0.68100
16 H -1.81283 -0.05161 -3.07186
17 H -0.24617 0.71729 -3.17162
18 H -0.36167 -1.07343 -3.07864
19 H -0.14295 -1.98304 1.25969
20 H 0.84303 -0.61961 1.48045
21 H -2.12474 -0.23987 1.20892
22 H -1.25959 -0.43179 2.69049
23 H -1.35539 2.02788 1.68975
24 H -0.11951 1.56636 0.92298
25 O 2.09742 1.82331 2.88006
26 H 1.67008 2.04815 3.73089
27 H 1.47378 1.13165 2.62647
28 O 2.55841 3.86151 -1.23912
29 H 3.15309 4.23838 -1.88638
30 H 3.06033 3.30874 -0.62153
31 O 3.70379 2.33252 0.81725
32 H 3.31599 2.71883 1.62280
33 H 3.77381 1.42848 1.14604
34 O 0.34918 1.64712 5.05167
35 H -0.21744 1.24240 4.37669
36 H -0.04615 2.53187 5.05368
37 O -0.27850 4.91687 2.22349
38 H -1.21599 4.75846 2.31528
39 H 0.28125 4.14623 2.32915
40 O -3.83669 -1.90950 -2.87271
41 H -3.07592 -2.35872 -2.49730
42 H -3.81260 -0.99332 -2.58647
43 O -1.04566 -3.25706 -1.16070
44 H -0.28861 -3.66836 -0.74926
45 H -0.90238 -2.36580 -1.51127
46 O -1.04577 -3.37442 -3.86791
47 H -1.78685 -2.81126 -4.12747
48 H -1.35169 -3.75161 -3.02371
49 O -2.86146 -3.39994 1.20338
50 H -2.72253 -2.89730 2.00716
51 H -2.35282 -3.01208 0.48130

=====

# C6H35NO11

A structure of composition C6H35NO11 in a non-equilibrium geometry (ωB97M-V/def2-TZVPD, the OMol25 dataset).

Values from the calculation:
F_max   0.2653 Eh/bohr
Total charge   0
Lowest unoccupied orbital energy   0.09 eV
HOMO-LUMO gap   9.20 eV
HOMO energy   -0.33497 Ha
Total energy   -1131.7664 Eh

Element x y z (Å)
1 C 2.29023 -0.87926 0.52679
2 C 3.56266 -0.02491 0.58378
3 C 1.38917 -0.51490 1.73125
4 N -0.02474 -0.61023 1.33675
5 C -0.88553 -0.28072 2.49124
6 C -0.44686 0.20975 0.19940
7 C -1.07097 -0.63704 -0.90725
8 O -2.48933 -0.60514 -0.83395
9 H 2.58495 -1.94096 0.50365
10 H 1.76125 -0.75132 -0.40449
11 H 4.22769 -0.38200 1.38742
12 H 4.24278 -0.26276 -0.24263
13 H 3.38591 1.03326 0.56651
14 H 1.56791 0.53694 1.96844
15 H 1.72738 -1.16872 2.53691
16 H -0.56978 0.58381 3.08749
17 H -0.88283 -1.15455 3.14835
18 H -1.91750 -0.12928 2.17343
19 H 0.39119 0.79414 -0.22785
20 H -0.93285 1.18095 0.39417
21 H -0.79692 -0.21040 -1.87447
22 H -0.65416 -1.64293 -0.85884
23 H -2.74405 -1.40312 -0.32802
24 H -3.52008 0.81227 -0.73354
25 H -4.71653 1.11580 -1.57817
26 O -4.03786 1.56703 -1.06643
27 H 1.33618 -2.97716 -1.31416
28 H -0.07811 -3.34425 -2.00823
29 O 0.50087 -3.43233 -1.28203
30 H 2.05491 -0.91913 -2.53023
31 H 2.11607 -1.93335 -3.67954
32 O 2.20526 -1.85413 -2.72807
33 H -1.54095 3.43393 -1.44430
34 H -1.67048 4.47492 -0.22613
35 O -1.13914 4.15658 -0.95779
36 H 2.02591 3.37604 -0.62513
37 H 1.99057 2.48908 0.57451
38 O 2.36553 2.54571 -0.31638
39 H 1.85322 0.88453 -2.13328
40 H 2.08780 -0.28451 -3.01987
41 O 1.64174 -0.06043 -2.20314
42 H -0.14525 -2.39058 1.12689
43 H 0.08740 -3.82567 0.58251
44 O -0.27597 -3.33798 1.34613
45 H -1.77709 -3.06621 0.73424
46 H -3.08666 -3.79967 0.38466
47 O -2.69159 -2.92423 0.35905
48 H -0.06833 2.73746 1.83591
49 H -0.28564 3.34299 0.40947
50 O 0.37251 3.20211 1.12213
51 H -3.04440 2.34531 1.47978
52 H -3.34410 2.83231 0.04392
53 O -2.93137 3.09295 0.88912

=====

- total charge of number 2 (C6H33O13)?
  -1